Molecular formula: C8H8N4
Method: DFT, ωB97M-V with the def2-TZVPD basis set

gap between HOMO and LUMO = 10.0460 eV
net charge = 0
SMILES = c1cncnc1.c1cncnc1
E_LUMO = 0.29 eV
calculated total energy = -14384.33058 eV
energy above the lowest of the compared OMol25 structures with the same formula, charge and spin = 203.3 kJ/mol

Each line ends with the Mulliken charge.
Atoms and positions in Å:
1 C 4.44466 -0.09808 6.36537  -0.387
2 C 4.14414 -1.43388 6.30840  -0.008
3 N 4.61968 -2.31707 5.44081  -0.543
4 C 5.52566 -1.91486 4.57713  0.038
5 N 6.01850 -0.71042 4.51111  -0.536
6 C 5.46218 0.19447 5.41018  0.014
7 H 4.02013 0.67716 7.01681  0.350
8 H 3.33066 -1.83639 6.92632  0.360
9 H 5.85258 -2.56689 3.75642  0.358
10 H 5.81934 1.23004 5.33508  0.354
11 C 0.09993 1.86214 12.16989  -0.293
12 C -1.05815 1.36494 11.54852  -0.120
13 N -1.36206 0.07179 11.85015  -0.523
14 C -0.59048 -0.67919 12.65075  0.058
15 N 0.61426 -0.31604 13.13819  -0.531
16 C 0.82606 1.00032 12.95649  0.035
17 H 0.36750 2.92664 12.19936  0.313
18 H -1.76825 1.92782 10.92843  0.381
19 H -1.22215 -1.46979 13.07686  0.338
20 H 1.53789 1.45806 13.65605  0.343

Atoms 1-2, force components in eV/Å:
C 2.3 0.5 -2.0
C -2.0 -1.1 0.7